## w
ORCA calculation (ωB97M-V/def2-TZVPD) on a 5-piece molecular cluster, CH11O5 overall.

Values from the calculation:
**Charge**: -1
**LUMO energy**: 3.697 eV
**Gap between HOMO and LUMO**: 8.809 eV

Bonds (Å) are listed after each position.
Atoms and positions in Å:
1 C -1.246 -0.765 0.797  O2 1.407, H3 1.094, H4 1.094, H5 1.094
2 O -0.643 0.505 0.796  C1 1.407, H9 1.004
3 H -0.555 -1.573 1.054  C1 1.094
4 H -1.655 -0.941 -0.203  C1 1.094
5 H -2.003 -0.797 1.587  C1 1.094
6 H -1.803 1.783 2.156  O8 0.978
7 H -3.062 2.255 1.636  O8 0.966
8 O -2.381 2.567 2.247  H6 0.978, H7 0.966
9 H 0.084 0.564 0.105  O2 1.004
10 H 1.794 1.151 -1.029  O11 0.967
11 O 1.258 0.356 -0.903  H10 0.967
12 H 2.003 -0.993 -0.159  O14 0.995
13 H 1.593 -1.428 1.294  O14 0.967
14 O 2.077 -1.725 0.511  H12 0.995, H13 0.967
15 H 0.430 -1.642 -2.954  O17 0.954
16 H 1.131 -0.426 -2.534  O17 0.998
17 O 0.891 -0.917 -3.369  H15 0.954, H16 0.998

***

## x
ORCA calculation (ωB97M-V/def2-TZVPD) on a 5-piece molecular cluster, CH11O5 overall.

Values from the calculation:
**Charge**: -1
**LUMO energy**: 3.572 eV
**Gap between HOMO and LUMO**: 8.057 eV

Bonds (Å) are listed after each position.
Atoms and positions in Å:
1 C -1.068 0.924 -1.443  O2 1.404, H3 1.095, H4 1.104, H5 1.103
2 O -0.033 0.172 -0.863  C1 1.404
3 H -1.743 1.284 -0.659  C1 1.095
4 H -0.618 1.771 -1.990  C1 1.104
5 H -1.669 0.356 -2.173  C1 1.103
6 H 1.285 1.569 3.202  O8 0.961
7 H 1.773 2.991 3.357  O8 0.958
8 O 1.623 2.186 3.856  H6 0.961, H7 0.958
9 H -0.988 -0.587 0.336  O11 0.984
10 H -2.440 -1.063 0.195  O11 0.969
11 O -1.687 -1.096 0.805  H9 0.984, H10 0.969
12 H 0.899 -1.888 0.824  O14 0.956
13 H 1.273 -0.520 0.297  O14 0.970
14 O 1.615 -1.254 0.832  H12 0.956, H13 0.970
15 H 1.230 -2.022 -2.150  O17 0.962
16 H 0.146 -1.049 -1.854  O17 1.052
17 O 0.402 -1.774 -2.571  H15 0.962, H16 1.052

***

Among the structures above, stability is greatest for w.